{"formula": "C3H12N3O", "method": "wB97M-V/def2-TZVPD", "elements": ["N", "C", "O", "H", "H", "H", "H", "C", "C", "N", "N", "H", "H", "H", "H", "H", "H", "H", "H"], "positions_angstrom": [[0.360263, 0.148868, -3.508993], [0.445355, 1.057352, -2.305549], [0.789513, 0.387238, -1.223976], [0.444402, 0.659633, -4.381828], [1.089597, -0.537505, -3.358967], [1.157022, 1.896716, -2.569316], [-0.571657, 1.530578, -2.253603], [-0.320477, -1.181129, 1.732518], [-0.478296, 0.342314, 1.866692], [0.778091, 1.037474, 1.602787], [-1.632518, -1.827799, 1.771330], [0.173355, -1.333591, 0.774054], [0.275982, -1.535206, 2.571696], [-1.322550, 0.666494, 1.261216], [-0.758998, 0.511254, 2.917192], [0.603133, 2.035489, 1.660839], [1.061409, 0.892181, 0.622743], [-2.007471, -1.850646, 0.829335], [-1.577419, -2.788213, 2.122203]], "forces_ev_per_a": [[-0.5824, -0.0795, 0.2221], [-0.1318, -0.0433, 0.0891], [0.2093, 0.0410, -0.0598], [0.4158, -0.0844, -0.0504], [0.1969, 0.0774, -0.3025], [0.0226, 0.0951, -0.0538], [-0.0044, 0.1026, -0.0153], [-0.5170, 0.6797, -0.2306], [0.1872, -0.5820, 0.8246], [0.2983, 0.2336, -0.0955], [-0.0865, 0.2254, 0.2311], [0.3172, -0.2898, 0.0282], [0.1822, -0.1128, -0.1126], [-0.0867, 0.0717, -0.3440], [-0.0896, 0.1792, -0.1067], [0.0211, 0.0163, 0.0986], [-0.3642, -0.2329, -0.0055], [-0.1097, -0.2361, -0.0342], [0.1215, -0.0610, -0.0827]], "lowdin_spin": [0.0020, 0.0076, 0.0136, 0.0005, 0.0017, 0.0004, 0.0015, 0.2603, 0.0618, 0.0041, 0.1780, 0.0199, 0.0900, 0.0102, 0.0328, 0.0008, 0.0002, 0.0903, 0.2241], "mol_weight_g_mol": 106.15, "multiplicity": 2, "charge": -2, "e_homo_ev": [4.420, -0.355]}